Entry 1:
{
  "formula": "C38H61Br2F5N4S",
  "method": "wB97M-V/def2-TZVPD",
  "smiles": "C[C@@H](Br)[C@@H](Br)c1c(C(F)(F)C(F)(F)F)c(-c2ccncc2)c(CCCCN)c2nsnc12.CCCCCC.CCCCCC.CCCCCC",
  "e_tot_ev": -210843.3617,
  "elements": ["C", "C", "Br", "C", "Br", "C", "C", "C", "F", "F", "C", "F", "F", "F", "C", "C", "C", "C", "N", "C", "C", "C", "C", "C", "C", "C", "N", "C", "N", "S", "N", "C", "H", "H", "H", "H", "H", "H", "H", "H", "H", "H", "H", "H", "H", "H", "H", "H", "H", "H", "H", "C", "C", "C", "C", "C", "C", "H", "H", "H", "H", "H", "H", "H", "H", "H", "H", "H", "H", "H", "H", "C", "C", "C", "C", "C", "C", "H", "H", "H", "H", "H", "H", "H", "H", "H", "H", "H", "H", "H", "H", "C", "C", "C", "C", "C", "C", "H", "H", "H", "H", "H", "H", "H", "H", "H", "H", "H", "H", "H", "H"],
  "xyz": [[-3.00, -4.72, 4.68], [-3.27, -3.10, 5.00], [-1.54, -2.09, 4.89], [-4.25, -2.51, 3.81], [-6.23, -2.66, 4.24], [-3.81, -1.08, 3.18], [-3.90, 0.37, 3.92], [-4.42, 0.58, 5.44], [-3.51, 1.46, 6.26], [-4.66, -0.60, 6.27], [-5.86, 1.43, 5.39], [-6.85, 0.65, 6.24], [-6.46, 1.49, 4.04], [-5.70, 2.74, 6.07], [-3.46, 1.74, 3.07], [-3.57, 3.27, 3.69], [-2.43, 4.00, 4.63], [-2.53, 5.49, 5.29], [-3.73, 6.34, 5.03], [-4.77, 5.75, 4.14], [-4.88, 4.29, 3.43], [-2.90, 1.68, 1.50], [-2.49, 3.03, 0.64], [-1.15, 2.89, -0.28], [-1.38, 3.60, -1.77], [-2.52, 2.86, -2.68], [-3.89, 3.50, -2.65], [-2.78, 0.24, 0.73], [-2.37, -0.17, -0.66], [-2.46, -1.93, -0.91], [-3.05, -2.28, 0.70], [-3.24, -1.06, 1.60], [-2.50, -5.29, 5.57], [-2.31, -4.72, 3.71], [-4.02, -5.23, 4.32], [-3.81, -3.01, 6.06], [-4.13, -3.31, 2.92], [-1.43, 3.39, 4.86], [-1.64, 5.88, 5.98], [-5.70, 6.47, 3.91], [-5.80, 3.94, 2.77], [-2.36, 4.00, 1.29], [-3.42, 3.26, -0.07], [-0.68, 1.82, -0.34], [-0.32, 3.57, 0.25], [-0.39, 3.63, -2.42], [-1.79, 4.69, -1.53], [-2.66, 1.72, -2.48], [-2.14, 2.94, -3.81], [-4.42, 3.34, -3.56], [-4.48, 2.96, -1.95], [1.20, -0.39, -8.34], [1.16, -1.17, -7.03], [-0.25, -1.36, -6.49], [-1.00, -0.07, -6.13], [-0.31, 0.82, -5.11], [-0.13, 0.16, -3.75], [0.82, 0.62, -8.22], [2.23, -0.31, -8.70], [0.61, -0.90, -9.11], [1.80, -0.67, -6.29], [1.61, -2.15, -7.20], [-0.20, -2.01, -5.61], [-0.85, -1.91, -7.23], [-1.99, -0.35, -5.75], [-1.18, 0.51, -7.04], [-0.91, 1.73, -4.97], [0.67, 1.16, -5.48], [-1.10, -0.14, -3.33], [0.34, 0.86, -3.05], [0.51, -0.72, -3.81], [1.74, -1.28, -0.15], [1.85, -2.80, -0.25], [0.94, -3.53, 0.75], [1.24, -3.27, 2.22], [2.67, -3.60, 2.68], [3.01, -5.07, 2.53], [2.05, -0.91, 0.83], [2.38, -0.81, -0.91], [0.71, -0.96, -0.33], [2.89, -3.10, -0.11], [1.58, -3.10, -1.26], [1.00, -4.61, 0.55], [-0.10, -3.25, 0.55], [0.53, -3.85, 2.83], [1.04, -2.22, 2.46], [2.77, -3.32, 3.73], [3.39, -2.99, 2.13], [2.32, -5.70, 3.11], [4.03, -5.26, 2.90], [2.98, -5.40, 1.48], [6.22, -1.84, -0.02], [6.95, -0.51, 0.11], [6.04, 0.70, -0.14], [5.44, 0.78, -1.55], [6.46, 0.81, -2.69], [7.38, 2.02, -2.65], [5.84, -2.00, -1.03], [6.91, -2.67, 0.21], [5.38, -1.90, 0.68], [7.81, -0.50, -0.56], [7.35, -0.43, 1.13], [6.61, 1.61, 0.07], [5.22, 0.68, 0.58], [4.82, 1.69, -1.60], [4.76, -0.06, -1.71], [5.91, 0.82, -3.64], [7.06, -0.11, -2.70], [6.80, 2.95, -2.70], [8.06, 2.00, -3.51], [7.99, 2.03, -1.75]]
}

=====

Entry 2:
{
  "formula": "C23H19F5N2S",
  "method": "wB97M-V/def2-TZVPD",
  "smiles": "CNCc1cc2c(cc1C(F)(F)c1cccc(C(F)(F)F)c1)Sc1ccc(C)cc1N2",
  "e_tot_ev": -51563.2995,
  "relative_energy_kj_mol": 0.0,
  "elements": ["C", "N", "C", "C", "C", "C", "C", "C", "C", "C", "F", "F", "C", "C", "C", "C", "C", "C", "F", "F", "F", "C", "S", "C", "C", "C", "C", "C", "C", "C", "N", "H", "H", "H", "H", "H", "H", "H", "H", "H", "H", "H", "H", "H", "H", "H", "H", "H", "H", "H"],
  "xyz": [[-3.77, 0.19, 0.88], [-3.94, -0.22, -0.51], [-2.94, -1.20, -0.93], [-1.56, -0.61, -1.32], [-1.35, 0.74, -1.36], [-0.14, 1.31, -1.72], [0.87, 0.43, -2.09], [0.70, -0.93, -2.06], [-0.51, -1.47, -1.66], [-0.58, -3.00, -1.61], [0.35, -3.49, -2.49], [-1.78, -3.49, -2.01], [-0.19, -3.49, -0.21], [0.58, -4.62, -0.05], [0.94, -5.09, 1.19], [0.52, -4.45, 2.33], [-0.25, -3.31, 2.20], [-0.75, -2.55, 3.41], [0.21, -1.84, 4.03], [-1.29, -3.43, 4.28], [-1.73, -1.67, 3.10], [-0.58, -2.83, 0.95], [2.42, 1.15, -2.62], [2.47, 2.59, -1.55], [3.69, 3.05, -1.12], [3.73, 4.15, -0.28], [2.53, 4.73, 0.10], [2.62, 5.91, 1.07], [1.32, 4.27, -0.37], [1.27, 3.17, -1.22], [0.00, 2.72, -1.69], [-4.13, -0.58, 1.57], [-4.42, 1.07, 1.04], [-2.73, 0.50, 1.12], [-3.95, 0.56, -1.15], [-2.87, -1.99, -0.17], [-3.33, -1.68, -1.83], [-2.16, 1.42, -1.10], [1.54, -1.55, -2.34], [0.96, -5.18, -0.91], [1.57, -5.97, 1.30], [0.77, -4.77, 3.34], [-1.16, -1.92, 0.92], [4.59, 2.54, -1.46], [4.70, 4.50, 0.06], [3.23, 5.58, 1.91], [1.62, 6.16, 1.44], [3.13, 6.76, 0.61], [0.43, 4.79, -0.02], [-0.66, 3.03, -0.98]]
}

=====

Entry 3:
{
  "formula": "C4H5NO",
  "method": "wB97M-V/def2-TZVPD",
  "e_tot_ev": -7762.2980,
  "relative_energy_kj_mol": 408.0,
  "elements": ["C", "C", "C", "C", "N", "O", "H", "H", "H", "H", "H"],
  "xyz": [[0.04, -1.43, -1.07], [0.23, -0.14, -0.28], [-0.62, 0.79, 0.10], [-0.22, 1.53, 1.29], [0.97, 1.18, 1.69], [1.51, 0.23, 0.97], [-0.09, -2.19, -0.29], [-0.86, -1.51, -1.71], [0.90, -1.66, -1.68], [-1.05, 0.98, -0.88], [-0.82, 2.22, 1.87]]
}

=====

Entry 4:
{
  "formula": "CH33O16",
  "method": "wB97M-V/def2-TZVPD",
  "e_tot_ev": -34334.5070,
  "total_charge": -1,
  "relative_energy_kj_mol": 96.4,
  "elements": ["C", "O", "H", "H", "H", "O", "H", "H", "O", "H", "H", "O", "H", "H", "O", "H", "H", "O", "H", "H", "O", "H", "H", "O", "H", "H", "O", "H", "H", "O", "H", "H", "O", "H", "H", "O", "H", "H", "O", "H", "H", "O", "H", "H", "O", "H", "H", "O", "H", "H"],
  "xyz": [[-0.25, -0.09, -0.29], [-0.69, -0.90, 0.78], [0.56, -0.52, -0.77], [0.13, 0.80, 0.26], [-1.05, 0.13, -1.00], [2.50, -2.86, -0.94], [1.83, -2.55, -0.35], [3.33, -2.55, -0.58], [1.57, 2.86, -0.45], [1.48, 2.80, -1.36], [1.01, 3.64, -0.22], [-0.75, -2.94, -1.08], [-0.88, -2.36, -0.34], [-0.25, -2.51, -1.79], [3.22, -0.28, -2.00], [2.92, -0.10, -1.10], [2.84, -1.16, -2.17], [0.59, 2.58, 2.54], [-0.29, 2.66, 2.08], [0.69, 1.68, 2.78], [2.55, 0.41, 0.55], [1.77, 0.87, 0.15], [2.74, 1.00, 1.27], [-1.39, 2.59, -1.69], [-1.46, 3.40, -1.21], [-0.62, 2.15, -1.41], [0.29, -1.66, -3.16], [0.62, -0.75, -3.06], [0.84, -2.09, -3.82], [0.14, -0.06, 3.14], [-0.23, -0.02, 2.23], [0.86, -0.65, 3.03], [-2.31, -1.67, 3.16], [-2.07, -2.31, 3.78], [-1.61, -1.53, 2.54], [-1.83, 1.93, 1.54], [-1.28, 1.19, 1.20], [-2.31, 1.60, 2.32], [0.86, -2.68, 1.41], [0.31, -1.92, 1.21], [0.38, -3.30, 1.92], [-3.26, -0.84, 0.38], [-3.36, -1.72, -0.02], [-2.35, -0.85, 0.64], [1.07, 0.95, -2.96], [1.86, 0.53, -2.53], [1.47, 1.65, -3.43], [-3.80, 1.80, -0.39], [-3.19, 1.54, 0.27], [-3.21, 2.12, -1.06]]
}

=====

Entry 5:
{
  "formula": "C6H12O",
  "method": "wB97M-V/def2-TZVPD",
  "smiles": "CC[C@H]1CCCO1",
  "e_tot_ev": -8463.1225,
  "relative_energy_kj_mol": 118.8,
  "elements": ["C", "C", "C", "C", "C", "C", "O", "H", "H", "H", "H", "H", "H", "H", "H", "H", "H", "H", "H"],
  "xyz": [[2.79, -0.06, 0.18], [1.42, 0.15, -0.48], [0.18, 0.26, 0.45], [-1.07, 1.00, -0.31], [-2.25, 0.15, 0.14], [-1.66, -1.21, 0.18], [-0.30, -1.03, 0.84], [3.03, 0.75, 0.88], [2.83, -1.00, 0.73], [3.59, -0.08, -0.57], [1.46, 1.07, -1.08], [1.23, -0.68, -1.17], [0.45, 0.86, 1.34], [-1.22, 2.08, -0.13], [-0.90, 0.88, -1.39], [-3.06, -0.19, -0.54], [-2.67, 0.49, 1.10], [-2.34, -1.91, 0.69], [-1.50, -1.53, -0.86]]
}

=====

Entry 6:
{
  "formula": "C2H3N3O3",
  "method": "wB97M-V/def2-TZVPD",
  "e_tot_ev": -12726.0920,
  "relative_energy_kj_mol": 758.9,
  "elements": ["C", "C", "H", "H", "H", "N", "N", "N", "O", "O", "O"],
  "xyz": [[0.63, 0.38, -0.13], [-1.25, -0.40, -0.28], [3.47, -0.97, 0.39], [-0.22, 2.40, 0.69], [-3.17, -0.92, 0.66], [1.89, 0.36, 0.23], [-0.20, 1.38, -0.42], [-1.38, 0.88, -0.37], [2.43, -0.99, -0.40], [-2.20, -1.22, 0.01], [0.00, -0.91, -0.38]]
}